Record 1
10
Properties=species:S:1:pos:R:3:forces:R:3 method="wB97M-V/def2-TZVPD" mol_weight_g_mol=93.08 relative_energy_kcal_mol=125.59 lumo_energy_ev=-1.9 homo_lumo_gap_ev=8.27 total_energy_ha=-322.091650
N -2.154900 -1.807155 -1.108724 0.830 0.447 0.618
C -1.277568 -1.388921 -0.463954 -0.702 -0.326 -0.444
C -0.151089 -0.949354 0.211862 0.000 0.055 0.297
C 0.087831 -0.347876 1.388995 0.239 0.466 -0.144
O 0.612803 0.521522 2.027121 -0.293 -0.454 -0.239
C 1.114272 1.588095 -0.600030 -0.330 -0.300 -0.382
C 0.438803 1.019874 -1.423630 0.315 0.286 0.326
H -0.328430 -1.353120 1.844176 -0.044 -0.155 -0.025
H 1.708711 2.071831 0.145486 -0.130 -0.086 -0.119
H -0.142858 0.595435 -2.214322 0.115 0.066 0.111



Record 2
10
Properties=species:S:1:pos:R:3:forces:R:3 method="wB97M-V/def2-TZVPD" mol_weight_g_mol=93.08 relative_energy_kcal_mol=56.13 lumo_energy_ev=-0.4 homo_lumo_gap_ev=10.33 total_energy_ha=-322.202344 smiles="C#CCC(=O)C#N"
O 0.907960 1.955276 0.356475 0.514 0.009 -0.078
C 0.912645 0.807172 0.026044 0.178 0.246 0.415
C -0.061276 0.184806 -0.919990 0.373 0.572 -0.146
C -0.929221 -0.354823 0.123868 -2.470 -1.301 -0.744
C -1.946387 -0.725700 0.660907 0.754 0.064 -0.668
C 1.703106 -0.237847 0.752909 1.850 -0.284 0.391
N 2.518917 -0.941617 1.185585 -1.286 0.769 -0.492
H 0.405952 -0.516697 -1.636330 -0.399 -0.024 0.674
H -0.611542 0.961989 -1.465965 0.252 -0.163 0.118
H -2.900154 -1.132559 0.916497 0.235 0.111 0.529